Record 1
Here is a cluster of 15 separate species, C36H72N11O4 in total in a non-equilibrium geometry from the OMol25 dataset. Energies are from the ωB97M-V functional and the def2-TZVPD basis.

The geometry in XYZ format:
```
123
Properties=species:S:1:pos:R:3:forces:R:3:mulliken_charge:R:1
C 2.4223 -4.5959 -0.6110 3.35 -3.06 0.48 -1.1970
C 1.2903 -3.6899 -0.9480 -0.45 2.19 -3.00 0.5617
C 0.9593 -2.5669 0.0840 1.38 -1.55 -1.15 -0.8689
N -0.0977 -1.6299 -0.3390 0.99 3.93 2.00 0.9752
C -1.3187 -2.2569 -0.6770 -1.06 -6.73 0.23 -0.6542
C 0.3523 -0.6669 -1.3930 -0.30 0.84 -2.40 -0.2593
C -0.5427 0.6231 -1.2870 2.14 1.19 -2.44 0.0341
C -0.9927 0.7291 0.1120 0.91 0.07 2.31 1.5078
C -0.4017 -0.5589 0.7930 -8.54 -1.68 -3.70 -2.2618
H 2.3443 -5.0459 0.5030 0.53 1.32 -2.50 0.1643
H 3.5253 -4.2069 -0.9220 -2.55 -0.20 1.51 0.2493
H 2.5083 -5.5739 -1.2830 -1.00 1.91 1.24 0.3081
H 0.4233 -4.2609 -1.2430 -0.43 -0.34 0.45 0.3995
H 1.5393 -3.1249 -1.9750 -0.35 -1.02 2.20 -0.4405
H 1.9413 -2.1179 0.2420 -0.47 0.84 0.17 0.2278
H 0.5973 -2.9519 0.9930 -0.21 -0.88 1.28 0.4297
H -2.1797 -1.7059 -0.5880 -1.60 2.34 -1.05 0.4157
H -1.6577 -2.9759 0.1690 1.35 0.75 -0.74 -0.0731
H -1.2727 -3.0669 -1.5470 0.02 2.64 1.42 0.0333
H 0.1763 -1.2369 -2.3720 0.79 1.24 1.18 0.1625
H 1.3853 -0.2809 -1.2250 -0.52 -1.24 -0.11 0.1099
H -1.3967 0.5211 -1.9170 -0.52 -0.05 -0.68 -0.2889
H 0.0263 1.5861 -1.7150 -1.02 -2.35 0.96 -0.1324
H -2.0547 0.7241 0.1150 -1.04 -0.03 0.34 -0.6094
H -0.6767 1.6801 0.6860 -0.25 -1.58 -0.83 -0.1610
H -0.9487 -0.8519 1.7090 -0.76 -1.04 -1.03 0.2950
H 0.3343 -0.3039 1.2610 9.63 2.50 4.10 1.6838
C -1.3417 -3.6579 3.6620 0.39 -12.41 2.04 0.2659
C -1.2727 -4.6979 2.5720 -0.63 9.74 9.06 0.3545
N -1.2547 -5.4629 1.8210 0.26 -8.61 -8.70 -0.4205
H -2.3217 -3.5869 3.9820 -1.85 -0.62 1.66 0.5323
H -0.4997 -3.9889 4.3030 -1.09 0.47 0.49 0.2459
H -1.1847 -2.8359 3.3700 2.93 11.52 -4.59 -0.8626
C 1.9573 -3.1049 -4.8790 4.64 -0.72 3.14 -0.5157
C 2.7273 -2.1559 -3.9720 1.09 4.38 2.82 0.4783
N 3.2333 -1.3739 -3.1980 -2.49 -4.37 -4.07 -0.4977
H 0.9663 -3.1799 -4.6610 -2.92 0.60 0.34 0.0849
H 2.2503 -3.0389 -5.8950 0.14 0.05 -0.80 0.3622
H 2.3773 -4.0169 -4.3490 -0.44 0.11 -1.43 0.1570
C -0.2507 0.0981 6.9780 -3.01 -1.58 -6.27 -1.1950
C 0.0493 -0.4399 5.5010 -0.39 2.49 6.68 0.3110
N 0.2313 -0.7779 4.4470 0.45 -1.15 -3.39 -0.2683
H 0.2233 -0.2199 7.7790 2.54 -2.66 3.18 0.4334
H -0.2527 1.0971 7.0930 0.91 3.89 -0.74 0.3931
H -1.3197 -0.0129 7.0380 -0.54 -0.97 0.43 0.3275
C -2.7887 1.2461 3.6530 -2.64 2.69 0.74 0.5907
C -3.3387 -0.0809 4.2180 1.28 3.16 -0.63 0.1840
N -3.7687 -1.0339 4.6850 -0.07 -0.50 -0.04 -0.4781
H -2.8527 1.2741 2.5580 0.06 -0.29 0.33 -0.3741
H -3.4327 2.3451 3.9750 1.15 -3.80 -0.74 0.3782
H -1.8237 1.6441 3.9640 0.30 -1.19 0.19 -0.2858
C -0.0217 4.0041 -5.3680 -2.82 -1.77 3.50 -0.8163
C 0.5973 2.6691 -4.7110 1.84 -0.89 0.46 0.5116
N 1.1583 1.7181 -4.2450 -2.74 4.23 -2.00 -0.5062
H 0.4563 4.4791 -6.1430 2.23 0.46 -1.56 0.4207
H -0.9947 3.6991 -5.8650 0.90 0.18 1.06 0.2778
H -0.2597 4.8561 -4.5750 0.54 -2.26 -1.35 0.1525
C -3.3847 -4.2389 -4.9950 -0.13 2.26 4.26 -0.9141
C -2.4007 -3.2179 -4.4000 0.14 0.67 -0.45 0.4829
N -1.6657 -2.4239 -3.9610 -1.38 -1.68 -0.77 -0.4436
H -4.3917 -4.0039 -4.5380 0.80 0.29 -1.28 0.2697
H -3.3127 -4.3499 -6.0250 -0.01 -0.15 -1.64 0.3393
H -3.1877 -5.0939 -4.3990 0.60 -1.44 -0.16 0.3161
C -5.4407 -1.8679 1.7170 2.99 4.76 3.00 -0.8784
C -5.0327 -0.5789 1.0200 -3.80 -9.06 5.28 0.1560
N -4.8757 0.3211 0.4310 1.95 7.68 -4.93 -0.1253
H -6.3147 -1.7969 2.4450 2.10 0.73 0.17 0.3037
H -5.8817 -2.5209 1.1560 -1.82 -3.72 -4.55 0.5107
H -4.3887 -2.1689 1.9500 -1.44 -0.74 1.18 0.0335
C 5.5353 -5.7309 -3.0140 -4.60 -5.12 0.42 -0.6864
C 5.6403 -6.6659 -1.8320 0.56 -0.94 0.33 0.3678
N 5.7453 -7.3169 -0.8670 -0.34 1.45 -2.16 -0.4093
H 4.4693 -5.4609 -3.0890 -0.10 -0.34 0.23 -0.0078
H 5.8903 -4.8949 -2.7370 3.38 6.10 1.77 0.3784
H 5.7353 -5.9639 -4.0250 1.09 -1.12 -0.60 0.3871
C -4.7997 -0.0949 -2.7460 -2.13 13.34 -2.10 -0.8975
C -3.7707 1.0311 -3.3460 -3.62 -4.44 1.19 0.4960
N -3.0247 1.7231 -3.8420 1.39 1.52 -0.66 -0.4254
H -5.5627 0.5741 -2.2080 1.44 -1.39 -0.03 0.2686
H -5.3437 -0.6249 -3.3420 -2.88 -2.51 -4.95 0.6227
H -4.3097 -0.6979 -2.2830 5.85 -6.45 6.46 -0.0019
C 3.1433 -3.1799 5.0570 -1.15 0.25 -2.33 -0.8795
C 2.6273 -4.0079 3.8910 -1.28 -3.18 -2.88 0.4905
N 2.2523 -4.7719 3.0350 1.78 4.15 4.28 -0.5057
H 3.8343 -3.7389 5.5750 1.16 -1.92 1.44 0.4166
H 3.8263 -2.4059 4.6910 -0.91 0.51 -0.14 0.2862
H 2.3193 -2.8819 5.7130 0.34 0.29 -0.37 0.1815
C 3.4943 2.5291 -1.5230 -3.02 -0.47 -2.27 -0.1127
C 4.5473 3.5591 -1.8580 -3.18 2.67 1.19 -0.6324
O 5.8063 3.0921 -1.6350 2.50 -1.04 -2.40 -0.5251
H 3.5703 2.3071 -0.5050 0.74 -1.24 1.51 0.3604
H 3.3783 1.6601 -2.2470 0.91 0.64 1.15 0.2195
H 2.3833 2.8381 -1.5200 1.53 0.61 -0.44 -0.1972
H 4.2633 4.4751 -1.2020 1.11 -1.39 -0.05 0.1363
H 4.3733 4.1131 -2.7690 0.29 -0.65 -1.17 0.4033
H 6.1873 2.7661 -2.5340 -0.95 0.80 2.51 0.3673
C 1.4083 5.8161 -1.4100 -2.05 -1.18 0.47 -1.6446
C 1.0593 5.1601 -0.1010 -2.47 -1.93 -4.59 0.7006
O 0.1973 5.9691 0.5730 0.23 3.10 1.52 -0.6247
H 1.9413 6.6661 -1.3260 1.46 3.50 0.74 0.6409
H 0.5933 5.9621 -2.1080 -0.47 0.03 0.27 0.3287
H 2.0863 5.2361 -1.8750 2.27 -2.46 -1.94 0.3211
H 1.8613 4.7841 0.4000 2.59 -0.45 1.88 0.3677
H 0.5503 4.1751 -0.4800 0.14 1.52 1.15 -0.5156
H 0.6333 6.8931 0.5410 -1.39 -2.07 0.35 0.3883
C -3.8857 3.4161 0.2950 0.42 -0.54 -1.20 -1.1791
C -2.5457 4.0541 -0.0190 2.39 -4.46 3.44 -0.0608
O -1.8877 4.3631 1.2330 -1.89 -1.73 0.51 -0.4883
H -4.4617 3.5981 -0.6400 0.23 -1.43 0.08 0.3773
H -4.4827 4.1091 0.8780 0.36 -0.23 1.15 0.4362
H -3.7817 2.3341 0.6700 -0.73 1.99 -0.70 -0.0004
H -2.7147 4.8901 -0.4770 -0.89 5.03 -3.00 0.9157
H -1.7837 3.4601 -0.6210 -1.34 0.18 0.30 -0.2124
H -1.1437 4.9111 1.1080 1.28 1.24 -0.45 0.2294
C 1.0623 3.1711 3.1300 -0.88 3.89 3.61 -0.9683
C 1.3103 4.5851 3.7960 -2.00 0.22 -3.31 -0.4340
O 1.5473 4.4861 5.1200 4.06 -15.50 -5.69 -0.4383
H 1.8433 2.7801 3.5960 3.24 -3.30 1.72 0.6799
H 1.1323 3.0621 2.1500 0.43 0.18 -4.47 0.4431
H 0.1443 2.8091 3.4620 -1.45 -0.81 0.73 -0.0659
H 0.3513 5.0621 3.7540 -0.49 1.09 -0.92 0.3213
H 2.0843 5.1431 3.2420 -0.18 -0.12 0.16 0.2771
H 1.4183 5.1591 5.5090 -2.78 14.32 8.10 0.2011
```
Forces are in eV/Å.

F_max ... 17.00 eV/A
Lowest unoccupied orbital energy ... -1.90 eV
Kohn-Sham gap ... 9.811 eV
Electronic energy ... -2317.194480 hartree
Net charge ... +1
HOMO level ... -11.71 eV


Record 2
Here is a cluster of 9 separate species, C36H72N9O10 in total in a non-equilibrium geometry from the OMol25 dataset. Energies are from the ωB97M-V functional and the def2-TZVPD basis.

The geometry in XYZ format:
```
127
Properties=species:S:1:pos:R:3:forces:R:3:mulliken_charge:R:1
C 2.2535 1.1476 1.1690 -0.37 2.26 1.35 -1.2036
C 0.8295 1.1446 0.7210 -2.09 -1.46 -1.66 1.9965
C 0.7935 0.6036 -0.7470 -6.19 -2.25 2.00 -0.4478
C 1.0415 -0.9484 -0.9760 -2.34 2.12 2.79 1.7703
C -0.1645 -1.5444 -0.2690 1.89 -3.78 0.34 -1.2407
C -0.1455 -1.3504 1.2500 -1.83 0.91 0.87 1.5205
N -0.0865 0.1016 1.5230 -0.90 3.88 7.03 1.1615
O -0.6065 0.6076 2.6480 2.72 -3.36 -6.84 -0.4144
C 1.0375 -2.0184 2.0580 0.50 -1.69 -2.32 -0.5328
C -1.4655 -1.9284 1.9100 3.24 2.78 1.29 -2.5484
C 0.1605 2.5016 0.9090 7.85 -0.26 1.25 -2.2212
H 2.7965 1.7886 0.4840 0.08 -0.18 -0.58 0.4532
H 2.6635 0.2006 1.2170 1.07 -1.81 0.00 -0.1360
H 2.3835 1.6986 2.1100 -0.17 -0.56 0.19 0.5164
H 1.4175 1.0506 -1.3040 5.06 4.00 -3.58 0.2037
H -0.2395 1.0636 -1.1750 1.90 -1.85 0.66 -0.5839
H 1.8325 -1.2964 -0.3050 0.67 0.27 -0.95 -1.0684
H 1.0725 -1.3264 -1.9770 0.51 0.37 -0.61 -0.0236
H 0.1455 -2.6514 -0.2920 -1.28 0.89 -0.15 0.0053
H -1.1345 -1.4304 -0.7500 0.01 0.30 0.20 0.3697
H 1.0785 -1.8824 3.1080 -0.86 0.53 1.07 0.5250
H 2.1185 -1.7794 1.7570 -1.73 -0.61 -0.32 -0.6606
H 0.6695 -3.1084 1.8650 1.49 1.43 0.42 0.3392
H -1.2555 -1.8444 2.9830 -0.69 -0.76 -0.21 0.4902
H -1.5795 -2.8344 1.4780 -0.05 -3.40 -0.57 0.3869
H -2.3295 -1.4134 1.6700 -1.60 1.70 -0.43 0.6412
H -0.7825 2.6556 0.7560 -6.05 -0.03 0.44 1.0175
H 0.4715 3.0446 0.0390 1.17 0.67 -0.57 0.3613
H 0.7525 2.9476 1.7910 -2.00 -0.10 -1.21 0.1814
C 4.4255 9.6306 0.4900 -1.15 -0.81 1.08 -0.3140
C 4.3455 8.9336 1.7750 -2.20 -2.38 -1.04 -0.4156
C 3.4075 7.7296 1.8420 0.68 1.55 -2.71 -0.2146
C 2.6135 7.3246 0.6220 1.92 3.84 -0.49 0.1835
C 2.7405 8.1456 -0.7100 4.56 1.78 6.41 -0.3327
C 3.7425 9.3156 -0.7340 -3.05 -5.71 5.32 -0.6368
N 1.7215 6.1576 0.6580 -0.10 -2.75 -5.54 0.8055
O 1.2265 5.8146 -0.5910 1.37 1.82 5.25 -0.5656
O 1.6805 5.3426 1.5580 -0.09 1.82 -0.25 -0.5002
H 4.9515 10.5626 0.4740 0.78 0.18 0.02 0.3625
H 4.9515 9.1786 2.7570 -1.35 -0.26 -2.50 0.2820
H 3.3955 7.1106 2.7630 -0.27 0.53 -0.84 0.3586
H 2.3825 7.8316 -1.6020 -1.60 -1.11 -2.30 0.4977
H 4.0025 9.6996 -1.6360 0.46 1.52 -2.37 0.4722
C -2.2145 -2.5874 5.7550 -0.18 -1.29 1.74 0.0181
O -1.1165 -2.5374 6.2310 3.07 0.42 -0.02 -0.5927
N -2.6095 -3.5054 4.8950 -2.10 -0.03 -1.30 0.1375
C -4.0175 -3.6724 4.4890 1.20 4.90 4.79 -1.1181
C -1.8185 -4.5824 4.3650 3.56 1.77 0.44 -0.9783
H -2.9345 -2.0764 6.3590 -1.69 0.91 -0.62 0.4615
H -3.7785 -3.8454 3.5760 -0.59 -0.45 -6.77 0.3437
H -4.5895 -2.7514 4.7990 0.34 -1.17 -0.85 0.3319
H -4.3355 -4.5324 4.8880 -1.83 -3.10 1.84 0.4742
H -0.7495 -4.1774 4.1720 -1.75 -0.58 -0.34 0.1731
H -2.2145 -5.1154 3.4920 0.01 0.41 0.49 0.2870
H -1.5955 -5.1664 5.2190 -0.03 -1.67 0.57 0.4917
C 4.2215 -2.8344 -0.2820 2.47 2.45 -0.12 0.0471
O 4.0185 -2.8474 -1.4740 -0.94 -0.67 0.01 -0.5952
N 4.8915 -1.7954 0.3410 -1.48 -0.95 1.11 0.0593
C 5.1385 -2.0084 1.8440 0.71 4.87 -2.89 -1.0648
C 5.1735 -0.6014 -0.3710 -6.15 1.86 3.73 -1.6370
H 4.1545 -3.5764 0.4840 -1.05 -1.61 0.01 0.3410
H 5.2555 -2.9984 1.8040 0.12 -3.87 1.37 0.5051
H 4.4445 -1.5004 2.5270 -0.15 -0.60 -0.31 0.2097
H 6.1215 -1.5554 1.9840 -0.01 -0.15 0.41 0.4204
H 6.0105 -0.4204 -0.7400 8.03 -0.16 -3.70 0.8128
H 5.2055 0.2996 0.2570 -0.57 -0.32 1.03 0.4043
H 4.4985 -0.2144 -1.1030 -1.14 -0.84 -0.70 0.4802
C -2.8765 0.6456 -1.8250 -0.06 1.82 1.21 -0.1560
O -2.3175 0.3726 -2.8570 0.32 -0.25 -0.39 -0.5899
N -2.9565 1.9176 -1.2780 2.25 1.04 -1.66 0.3701
C -3.7915 2.3366 -0.1860 2.68 2.33 -1.34 -1.2696
C -2.2855 3.1216 -1.9720 -4.75 -1.92 -0.59 -1.5189
H -3.3145 -0.1084 -1.1560 -0.34 -0.11 0.01 0.4995
H -4.7425 2.4786 -0.4840 -3.39 1.20 -1.50 0.7739
H -3.4145 3.2586 0.2930 -0.03 -0.53 -0.30 0.3661
H -3.9185 1.6496 0.5080 0.19 -3.60 3.57 0.0264
H -3.0235 3.9526 -1.9110 -0.12 -0.75 -1.20 0.4662
H -1.8295 2.9076 -2.9060 -0.52 -0.46 -1.13 0.3570
H -1.5775 3.6066 -1.4870 3.88 1.17 3.42 0.6629
C 2.2015 -2.4124 -4.3660 7.10 6.32 0.80 0.2619
O 2.6355 -1.1884 -4.6130 -0.81 -4.11 0.96 -0.6735
N 0.9815 -2.6074 -4.6160 -6.52 -3.81 -0.73 0.1891
C 0.4145 -3.9774 -4.3350 2.09 -2.30 3.09 -0.9258
C -0.0015 -1.6804 -5.2240 0.65 1.16 2.59 -0.7858
H 2.9945 -3.1334 -3.8180 -2.39 1.04 -1.40 0.2218
H -0.3405 -4.4944 -4.9170 0.06 1.05 -1.23 0.4159
H -0.1165 -4.1734 -3.2420 1.68 1.19 -2.17 0.1178
H 1.3655 -4.7024 -4.3760 -2.22 1.44 0.33 0.3278
H -0.8375 -2.2334 -5.4100 -2.11 -1.86 -0.75 0.4082
H 0.2345 -1.1734 -6.0950 1.44 0.53 -1.77 0.4112
H -0.4455 -0.8764 -4.5960 1.00 -0.48 0.50 0.0359
C -1.0605 -5.4454 0.5960 -0.19 2.69 2.92 0.0230
O -0.3445 -5.1994 1.6040 -1.49 -0.78 -2.11 -0.6781
N -0.6155 -5.9244 -0.5630 1.47 0.09 2.23 0.5365
C -1.5735 -6.2894 -1.5300 -3.69 -0.40 0.35 -0.9721
C 0.7345 -6.5984 -0.5220 0.09 0.97 0.28 -0.9338
H -2.1915 -5.0504 0.6350 2.02 -1.11 -0.46 0.2018
H -2.1295 -7.2814 -1.1150 1.25 1.91 -1.89 0.2666
H -1.1455 -6.2724 -2.5300 -0.03 -0.80 0.04 0.3478
H -2.4155 -5.4534 -1.5880 1.68 -1.70 0.29 0.2858
H 1.4675 -6.2994 0.3920 -2.46 -0.93 -2.16 0.2102
H 1.1465 -6.2434 -1.4390 1.06 0.34 -0.58 0.3397
H 0.5425 -7.6494 -0.7540 0.34 -0.20 0.91 0.3858
C -5.2095 0.9546 2.9800 3.58 -3.17 0.70 -0.1359
O -4.1815 0.2506 3.1310 -1.12 0.94 -0.58 -0.6098
N -6.1795 0.6856 2.1660 0.74 -4.11 -2.08 0.2026
C -7.3075 1.4446 2.1220 -3.04 -0.39 0.08 -0.9438
C -6.1605 -0.5574 1.3260 -1.89 0.25 5.06 -0.8580
H -5.3525 1.7786 3.5960 -0.42 1.97 1.18 0.5605
H -7.0515 2.1786 1.4150 -1.37 1.41 -1.41 0.3129
H -7.3385 1.8816 3.0810 -1.02 1.02 1.04 0.3355
H -8.2155 0.7366 1.9510 1.32 1.92 0.07 0.3258
H -5.5455 -0.4044 0.5770 3.70 0.04 -3.44 0.1035
H -7.0835 -0.8484 0.8890 -1.30 0.56 -0.05 0.4414
H -5.9625 -1.3194 2.0780 0.87 -0.48 -0.68 0.3566
C 3.3115 1.9286 -3.2800 0.15 6.45 3.51 -0.1191
O 4.2385 2.5236 -2.6260 -2.42 -2.47 -2.03 -0.6609
N 2.0865 2.6216 -3.4430 0.35 -3.22 -3.48 0.2672
C 1.1215 1.9786 -4.4940 3.27 -2.34 1.25 -0.9821
C 1.8005 3.9446 -3.0270 -2.99 -3.59 5.89 -0.9414
H 3.2645 0.9356 -3.5830 0.32 -2.00 -0.91 0.5654
H 0.6795 1.1036 -3.9900 0.37 -0.02 -0.38 0.2676
H 1.5745 1.6316 -5.4990 -0.38 0.82 1.82 0.2522
H 0.3255 2.5866 -4.6380 -2.15 2.34 -0.67 0.4835
H 2.4325 4.6796 -3.0980 3.28 4.43 -2.75 0.7161
H 2.1215 3.9956 -1.8700 -1.05 -0.85 -1.37 0.0323
H 0.6995 4.1326 -2.9150 1.22 0.14 -0.81 0.1692
```
Forces are in eV/Å.

F_max ... 9.54 eV/A
Lowest unoccupied orbital energy ... -5.35 eV
Kohn-Sham gap ... 5.055 eV
Electronic energy ... -2659.088498 hartree
Net charge ... +1
HOMO level ... -10.41 eV